# 1
Cl2I2Li | ωB97M-V/def2-TZVPD

Cartesian coordinates (Å):
1 Li 2.993 22.116 -11.112
2 Cl 3.424 19.456 -11.283
3 Cl 4.949 23.310 -9.345
4 I 0.310 22.291 -9.843
5 I 3.031 24.273 -13.066

Computed properties:
LUMO level = 7.26 eV
Highest occupied orbital energy = 1.57 eV
Spin multiplicity = 1
HOMO-LUMO gap = 5.69 eV
Molecular weight = 331.7 g/mol
Total charge = -3

# 2
Cl2I2Zn | ωB97M-V/def2-TZVPD

Cartesian coordinates (Å):
1 Zn -0.209 -0.061 0.000
2 I 0.788 2.000 -0.112
3 I -1.317 -0.543 -1.954
4 Cl -0.647 -0.156 1.885
5 Cl 1.385 -1.240 0.181

Computed properties:
LUMO level = 5.33 eV
Highest occupied orbital energy = -0.67 eV
Spin multiplicity = 1
HOMO-LUMO gap = 6.00 eV
Molecular weight = 390.1 g/mol
Total charge = -2